(1)
{"formula": "C34H48NO2", "method": "ωB97M-V/def2-TZVPD", "species": ["O", "O", "N", "C", "C", "C", "C", "C", "C", "C", "C", "C", "C", "C", "C", "C", "C", "C", "C", "C", "C", "C", "C", "C", "C", "C", "C", "C", "C", "C", "C", "C", "C", "C", "C", "C", "C", "H", "H", "H", "H", "H", "H", "H", "H", "H", "H", "H", "H", "H", "H", "H", "H", "H", "H", "H", "H", "H", "H", "H", "H", "H", "H", "H", "H", "H", "H", "H", "H", "H", "H", "H", "H", "H", "H", "H", "H", "H", "H", "H", "H", "H", "H", "H", "H"], "coordinates": [[2.9848, -2.2325, -0.2279], [4.6356, -3.3980, -1.1843], [1.7772, -1.7543, -2.5966], [0.5001, -2.2020, -2.3125], [-2.2631, -2.9226, -2.4544], [-1.2433, -4.0084, -2.7561], [1.8062, 0.0165, 1.3464], [3.1867, 2.0221, 1.5464], [1.3951, -1.2950, 1.9555], [-2.7894, 1.7239, 2.9916], [-0.3188, -1.6141, -1.3433], [-4.6330, 4.9440, 3.8281], [-2.1800, 0.6441, 3.8422], [-3.5404, 2.8332, -0.5895], [-1.2005, -0.1886, 0.9916], [2.4320, 2.6191, 0.5375], [4.3396, 2.7198, 2.2134], [-2.6394, 0.3337, 0.8369], [3.2303, -0.9578, -4.3093], [3.8955, -2.1375, -3.6249], [3.4741, -2.7364, -1.2210], [2.8655, 0.7180, 1.9366], [-0.1941, -0.1032, -0.1962], [0.4936, 2.7250, -1.0009], [-3.4538, 2.7841, 0.9161], [-1.7796, -1.8729, -1.4285], [-3.7087, -0.6998, 1.2951], [-3.2782, 2.8289, 3.6877], [5.1619, -3.5016, 0.1553], [1.3579, 1.9424, -0.0579], [0.0782, -3.3825, -3.1743], [2.8947, -2.6799, -2.6197], [1.0875, 0.6027, 0.2858], [2.0037, -0.6023, -3.4501], [-2.9122, 1.6637, 1.5857], [-3.9446, 3.8689, 3.0421], [-3.9651, 3.8608, 1.6450], [5.4332, -2.5081, 0.5394], [-1.9864, -0.2895, 3.3098], [-3.2003, -3.3770, -2.1119], [-1.6064, -4.6725, -3.5475], [-4.7019, -0.3132, 1.0220], [-1.2424, -1.2508, 1.2833], [3.8879, -0.0941, -4.3651], [-4.9969, 5.7326, 3.1617], [4.8130, -1.8220, -3.1366], [-4.3935, 4.7118, 1.1067], [0.6842, -1.1400, 2.7844], [-2.8388, 0.4159, 4.6939], [4.0158, 3.4507, 2.9683], [2.6346, 3.6383, 0.2172], [-2.8100, 0.5201, -0.2310], [2.9324, -1.2194, -5.3279], [-1.0637, -4.6175, -1.8712], [2.2122, 0.2836, -2.8187], [4.1683, -2.9442, -4.3065], [4.9674, 3.2430, 1.4801], [-2.5713, 2.6374, -1.0726], [0.9046, -1.9503, 1.2353], [-3.7078, -0.8342, 2.3874], [2.2570, -1.8457, 2.3474], [-3.9563, 5.3913, 4.5644], [-0.5299, 2.8293, -0.6262], [0.8604, -4.1555, -3.1920], [4.4237, -3.9613, 0.8243], [-2.3139, -0.9344, -1.6713], [-3.5797, -1.6802, 0.8161], [-1.2279, 0.9865, 4.2792], [0.2566, -1.4005, -0.3567], [3.4427, 0.2417, 2.7259], [2.6181, -3.7156, -2.8591], [0.9158, 3.7274, -1.0938], [6.0417, -4.1297, 0.0385], [0.4509, 2.2995, -2.0094], [-3.1583, 2.8674, 4.7708], [-5.4946, 4.5490, 4.3850], [-3.8584, 3.8356, -0.9035], [-0.0051, -3.0415, -4.2237], [-4.2727, 2.1131, -0.9878], [-0.7477, 0.3507, 1.8273], [1.1093, -0.3720, -4.0396], [-2.1537, -2.1641, -0.4395], [4.9325, 1.9600, 2.7399], [-0.6136, 0.4783, -1.0204], [-2.4873, -2.3919, -3.3882]], "total_energy_ev": -41613.67813, "largest_force_ev_per_a": 3.04, "total_charge": 1, "gap_ev": 7.73, "multiplicity": 1, "e_above_lowest_kj_mol": 0.00}

=====

(2)
{"formula": "C34H49As3CrN6O3S2", "method": "ωB97M-V/def2-TZVPD", "species": ["As", "As", "As", "Cr", "S", "S", "O", "O", "O", "N", "N", "N", "N", "N", "N", "C", "C", "C", "C", "C", "C", "C", "C", "C", "C", "C", "C", "C", "C", "C", "C", "C", "C", "C", "C", "C", "C", "C", "C", "C", "C", "C", "C", "C", "C", "C", "C", "C", "C", "H", "H", "H", "H", "H", "H", "H", "H", "H", "H", "H", "H", "H", "H", "H", "H", "H", "H", "H", "H", "H", "H", "H", "H", "H", "H", "H", "H", "H", "H", "H", "H", "H", "H", "H", "H", "H", "H", "H", "H", "H", "H", "H", "H", "H", "H", "H", "H", "H"], "coordinates": [[2.5421, -1.5406, 0.5998], [0.5778, 0.9567, 2.7722], [4.7398, -1.2666, 5.0969], [0.7834, -0.7355, -1.0343], [1.6470, 1.5274, -0.9499], [2.3429, -1.0727, -2.8274], [-4.7576, 4.8616, -4.0369], [0.3440, -2.7146, -1.4559], [-0.6459, -0.7848, 0.3517], [-0.8501, -0.3527, -2.2089], [0.9415, -3.3210, -2.4653], [0.6446, 3.9768, -1.0296], [-5.7829, -1.0789, -1.7847], [-0.8111, 2.3395, -0.3748], [-6.3577, -0.2543, -2.5065], [-5.1444, 1.8592, -1.9352], [2.0409, -1.5317, 3.7367], [0.5524, -4.5938, -2.7142], [-4.7848, 3.1577, -2.2950], [-1.3710, 1.0319, 2.9470], [-5.7161, 2.7935, -4.4849], [-3.2868, -0.4741, -3.5756], [2.1194, -4.7420, -4.4918], [-4.4108, -0.9756, -1.3629], [-2.1234, -0.1798, -4.2167], [1.1196, -5.3309, -3.7136], [-2.9587, -1.2806, 0.5801], [3.2828, -3.2200, -0.0650], [-6.0967, 1.5245, -4.1032], [0.4157, 2.6745, -0.7971], [5.3759, 0.4960, 5.6721], [-3.2809, -0.6551, -2.1690], [-5.0579, 3.6192, -3.5804], [-1.8419, -0.9003, -0.1399], [4.1914, -0.5021, 0.5744], [0.6796, -0.8239, 3.6121], [-5.7888, 1.0329, -2.8395], [2.4942, -3.4497, -4.2314], [1.9016, -2.6965, -3.2006], [0.9090, 2.0953, 4.3419], [2.4557, -2.2432, 2.4406], [-0.2829, 5.0369, -0.6947], [3.1259, -0.5470, 4.2179], [-4.0702, 5.7315, -3.1596], [-4.2058, -1.3438, -0.0564], [5.9528, -1.4137, 3.5634], [-2.0210, -0.6228, -1.5456], [-0.9134, -0.1003, -3.4946], [1.8397, -2.6551, 4.7701], [-2.1077, -0.0272, -5.2883], [-0.6421, 4.9337, 0.3317], [0.2298, 5.9906, -0.7846], [4.7478, 0.8703, 6.4809], [2.6965, -3.3285, 4.8166], [-1.7266, 2.0089, 2.6243], [4.1051, -3.5426, 0.5731], [6.3980, 0.4086, 6.0401], [5.9611, -0.4910, 2.9801], [3.4426, -2.6817, 2.5995], [5.6721, -2.2476, 2.9201], [1.9725, 2.2761, 4.4881], [-4.2021, -0.5901, -4.1396], [-4.6661, 5.9656, -2.2743], [-3.8826, 6.6443, -3.7173], [3.2611, -2.9570, -4.8132], [-1.6098, 2.9213, -0.5627], [-2.8462, -1.5614, 1.6201], [6.9549, -1.6041, 3.9486], [3.4345, 0.1190, 3.4060], [4.4415, -0.3609, -0.4764], [0.0257, 0.1272, -3.9827], [3.6519, -3.0631, -1.0767], [-6.6492, 0.8885, -4.7857], [4.9984, -1.0338, 1.0761], [2.5962, -5.2997, -5.2879], [0.9571, -3.2447, 4.5096], [0.0033, -1.4567, 3.0301], [4.0433, 0.4761, 1.0314], [-0.2273, -4.9454, -2.0564], [-5.9511, 3.1796, -5.4689], [-4.3247, 3.8013, -1.5580], [-1.8218, 0.2666, 2.3119], [-1.6661, 0.8659, 3.9843], [-0.9718, 1.3489, -0.2297], [1.7691, -3.0823, 2.2926], [-5.0806, -1.6659, 0.4980], [0.2392, -0.7068, 4.6069], [1.5836, 4.2013, -1.3088], [-4.9450, 1.5059, -0.9308], [2.6987, 0.0808, 4.9999], [0.7798, -6.3433, -3.8823], [1.6906, -2.2412, 5.7711], [5.3533, 1.2040, 4.8408], [0.4822, 1.6567, 5.2473], [-1.1403, 5.0552, -1.3694], [0.4225, 3.0542, 4.1548], [2.5069, -3.9848, -0.0782], [-3.1175, 5.2979, -2.8482]], "total_energy_ev": -283743.06962, "largest_force_ev_per_a": 0.80, "total_charge": 0, "gap_ev": [7.06, 5.92], "multiplicity": 3, "e_above_lowest_kj_mol": 0.00}